No. 1
Density functional theory data (the ωB97M-V functional and the def2-TZVPD basis) for 10 unconnected molecules or ions with the total composition C45H63N10O.

Geometry (Å):
H  -1.754  -2.237  0.826
H  5.478  -1.165  3.821
N  5.768  1.610  4.424
C  3.464  -1.589  -1.944
N  2.641  -0.006  -3.323
H  -1.315  6.086  -0.348
H  1.233  5.235  4.882
C  2.862  -1.405  -3.268
O  1.302  1.815  -0.039
H  4.873  -4.341  0.865
H  -0.983  -4.168  -4.006
H  5.657  1.400  5.369
C  -1.419  6.616  -2.598
H  3.265  -5.090  2.603
C  -0.699  -4.273  -2.907
N  4.695  -3.722  1.636
H  4.155  2.334  1.613
H  1.520  1.646  2.864
H  -3.745  -3.915  0.548
H  -1.793  -0.428  -5.795
C  0.951  0.152  1.354
H  4.704  -0.045  -0.815
H  0.787  5.298  0.743
H  -1.991  1.683  0.397
C  -0.517  0.559  -0.904
C  -0.986  5.886  -1.297
C  2.489  -0.233  1.299
H  3.121  0.792  1.418
C  0.625  0.998  2.669
C  -1.075  -5.181  -1.717
H  -0.061  1.913  2.345
N  -0.136  -5.010  -0.614
H  -2.769  -0.722  -3.059
C  0.430  5.158  1.671
H  2.684  -0.467  0.522
N  1.273  5.191  2.706
H  -5.187  2.578  0.730
C  6.443  2.315  2.411
C  0.618  -3.554  -2.395
H  -5.837  -0.307  1.103
H  2.142  0.331  -4.298
H  -5.230  -1.837  -1.242
C  -2.474  -1.178  -5.377
C  4.539  1.741  3.758
H  3.627  -2.880  4.696
H  -1.918  -0.743  1.302
H  -4.555  -1.093  2.993
H  -7.627  -2.983  -1.641
C  -4.692  -3.939  0.090
H  0.719  1.634  -2.463
H  -0.310  -5.496  0.238
H  -2.595  -2.492  -7.033
H  -1.713  4.342  4.166
C  -1.077  -0.893  -0.647
H  -0.499  6.284  -4.538
N  -0.473  6.171  -3.615
H  -1.886  4.645  1.405
H  6.133  -2.138  1.247
C  4.045  -2.974  3.643
H  1.064  -2.806  -2.975
C  -4.806  1.878  1.576
H  -1.922  -5.924  -1.801
H  -0.308  -1.733  -1.160
C  -1.542  1.595  -0.576
H  0.743  4.277  -1.103
H  -4.238  -4.016  -5.865
H  2.365  -2.029  -3.835
H  2.177  5.679  2.439
C  -3.607  -3.127  -5.438
C  -1.242  -1.207  0.882
C  -3.848  -2.625  -4.051
H  7.121  2.601  1.558
H  -1.040  2.672  -0.587
C  5.459  -2.585  1.931
H  -3.468  3.048  2.746
N  -2.846  -2.276  -6.146
C  -3.618  0.798  3.381
C  6.965  1.871  3.798
N  -4.439  -0.185  2.741
H  -3.295  0.492  4.304
H  1.070  4.812  -3.988
C  0.175  -1.219  1.519
H  -2.016  -0.971  -1.198
C  0.226  4.948  -1.786
C  3.211  0.768  -2.294
C  3.887  -4.070  2.639
C  -5.211  0.421  1.706
N  -5.522  -5.090  0.184
C  -3.834  2.097  2.665
H  3.634  -2.441  -1.538
H  0.687  -0.230  -2.425
H  -0.005  -1.536  2.527
H  3.707  1.619  4.288
H  -2.496  1.644  -1.104
H  -0.748  0.497  -2.929
H  8.013  1.784  4.334
N  0.630  0.781  0.100
C  0.604  4.916  3.946
C  4.927  2.102  2.353
H  3.097  1.915  -2.484
C  0.959  -4.166  -1.026
H  0.813  -1.955  0.886
C  5.061  -2.002  3.224
C  -6.717  -4.973  -0.451
C  -0.989  4.785  2.076
C  -2.933  -1.386  -3.929
H  -2.131  7.292  -2.759
C  -5.451  -2.791  -0.771
H  -5.103  -5.895  0.801
H  -7.466  -5.711  -0.397
H  0.468  0.560  3.586
C  -0.862  4.626  3.566
H  -4.614  -2.828  -3.307
C  -6.844  -3.483  -1.000
H  2.884  -0.889  2.077
C  0.037  0.697  -2.241
C  0.408  5.201  -3.293
C  3.939  -0.208  -1.450
H  1.929  -3.966  -0.342

Values from the calculation:
Net charge: +1
Highest occupied orbital energy: -9.65 eV
DFT total energy: -2374.03766 Eh
M: 760.068 g/mol
Orbital gap: 4.53 eV
Relative energy (zero: lowest compared OMol25 entry of this formula, charge and spin): 5.037 eV

These are the Löwdin partial charges, in e, on atoms 1 to 2: 0.14 0.08


No. 2
Density functional theory data (the ωB97M-V functional and the def2-TZVPD basis) for a molecular structure, C45H64BrF5N5OS2SbSiTeV.

Geometry (Å):
C  5.225  2.832  4.420
H  -1.933  4.214  -1.221
C  -2.755  0.035  1.549
S  -1.239  -1.707  -1.577
V  -0.355  0.936  0.244
H  -2.115  7.430  2.908
C  5.933  -0.725  3.217
C  -3.111  0.072  -6.995
C  0.188  -4.035  -5.692
H  -0.443  -3.599  -6.453
H  6.661  -1.186  2.552
H  -3.705  3.948  -3.734
H  3.752  -0.704  7.162
C  -2.282  -0.604  -6.111
H  6.427  0.093  3.734
C  -0.086  -3.826  -4.351
H  2.485  -2.309  5.792
H  -1.882  2.036  -4.932
H  4.994  -0.301  5.983
H  -3.621  6.568  2.612
S  -0.247  3.182  0.913
Br  1.320  0.769  2.479
C  -2.008  2.893  -2.934
C  2.090  -5.354  -5.051
H  1.161  -1.664  0.604
H  -4.681  0.912  1.472
C  -2.546  6.449  2.739
H  4.503  3.127  1.808
H  -1.782  -4.513  1.823
H  -5.125  0.481  -7.590
H  0.795  -0.152  5.040
C  -2.857  -1.378  -5.121
H  6.000  2.471  3.751
H  -1.553  4.984  -2.767
H  -0.363  3.947  -1.986
H  0.484  -4.178  -2.309
C  3.826  2.621  3.829
H  3.964  0.962  6.656
H  -4.006  3.202  -2.153
C  4.074  -1.397  1.679
H  -0.311  2.330  -4.180
C  -4.232  -1.500  -5.002
H  5.401  3.893  4.589
H  -1.207  -0.525  -6.190
H  5.641  -1.466  3.953
H  -4.691  -0.846  1.745
C  5.296  0.701  1.307
H  -2.357  5.836  3.616
H  -3.383  -2.641  2.096
H  1.512  1.196  5.909
C  -1.323  2.722  -4.298
H  3.818  4.462  2.708
H  -4.197  -2.152  -1.909
C  1.792  -5.152  -3.713
Sb  -1.674  -2.532  -3.725
H  5.899  1.501  1.727
H  5.942  0.120  0.649
C  -3.522  3.070  -3.119
C  -1.424  4.082  -2.173
C  -4.184  0.085  1.977
N  -2.079  1.107  1.220
C  -4.613  -3.948  -0.820
H  1.788  3.069  4.425
H  -2.681  0.681  -7.776
C  3.721  3.396  2.508
Te  0.562  -0.030  -2.236
H  -4.661  -2.125  -4.230
C  -3.034  -3.812  -2.625
C  2.957  -0.289  5.196
F  0.218  -0.976  -4.306
C  -1.933  5.815  1.495
H  3.313  -1.037  0.992
C  -2.761  -5.162  -2.481
H  2.959  -5.933  -5.327
H  2.422  -5.581  -2.948
H  -2.050  -5.638  -3.144
H  3.626  -2.109  2.365
C  -4.488  -0.040  -6.890
F  2.337  0.304  -3.009
H  -4.776  -5.857  0.138
C  -5.049  -0.830  -5.899
C  2.799  3.238  4.786
H  -2.104  6.466  0.628
C  -4.306  -5.288  -0.650
H  -4.262  0.264  3.048
H  -3.959  2.205  -3.619
C  3.985  -0.068  6.310
H  1.534  -4.955  -7.080
H  2.157  -1.979  4.098
C  0.157  -1.904  0.932
H  4.505  1.124  0.696
H  1.397  -0.382  6.675
C  -0.185  -3.213  1.207
O  1.005  0.276  -0.457
C  1.582  0.130  5.732
N  -2.556  4.531  1.247
H  -3.178  -6.950  -1.381
H  2.757  3.239  2.029
H  0.545  -3.994  1.081
C  -1.964  -1.153  1.457
F  -2.147  0.528  -3.041
H  4.822  -1.924  1.088
N  -2.706  2.274  1.333
C  1.290  -4.802  -6.038
C  -1.953  3.338  1.185
C  -1.791  1.602  -2.205
H  2.957  4.314  4.846
N  -0.711  -0.902  1.022
H  -6.121  -0.935  -5.830
C  2.858  -1.793  4.908
H  -0.858  5.657  1.612
H  3.820  -2.228  4.658
C  0.701  -4.379  -3.354
H  -5.348  -3.478  -0.184
C  -3.974  -3.207  -1.797
N  -1.377  1.317  -1.082
F  0.921  2.092  -2.136
C  4.737  -0.217  2.401
H  -3.549  4.487  1.443
C  -1.484  -3.496  1.616
H  2.896  2.837  5.791
H  -1.260  3.684  -4.801
C  -3.398  -5.900  -1.497
H  5.332  2.320  5.371
F  1.568  -1.742  -2.007
C  -2.376  -2.457  1.764
Si  3.484  0.712  3.588

Values from the calculation:
Net charge: +1
Highest occupied orbital energy (alpha / beta): -9.86 / -9.86 eV
DFT total energy: -7713.41102 Eh
M: 1258.459 g/mol
Orbital gap (alpha / beta): 4.57 / 4.57 eV

These are the Löwdin partial charges, in e, on atoms 1 to 2: -0.08 0.05


No. 3
Density functional theory data (the ωB97M-V functional and the def2-TZVPD basis) for a molecular structure, C45H65Ge2NO2PtSi3.

Geometry (Å):
H  1.136  -0.851  4.812
H  1.395  -5.084  5.224
C  -3.109  1.921  -0.174
N  -1.990  0.302  -2.772
H  2.660  -0.525  -3.725
Si  3.417  1.546  1.674
C  0.845  -1.828  4.449
C  -0.069  -3.257  -3.889
H  1.977  -2.816  6.001
Si  3.100  1.181  -1.956
C  -3.069  2.144  -3.947
H  0.174  1.747  -3.024
H  0.341  3.992  -4.064
C  4.371  -2.455  -0.927
C  -0.693  2.216  -3.469
C  -4.207  4.132  -5.008
H  5.110  -0.185  -2.440
H  4.323  0.043  3.431
H  -1.750  -2.621  1.383
H  2.580  0.149  3.604
H  -2.832  0.146  -2.241
H  -2.097  1.830  1.687
H  3.168  1.038  -4.378
C  0.066  -2.122  -4.674
H  -1.907  0.634  4.853
O  -2.086  -1.188  -0.193
H  3.290  4.005  1.325
Pt  -0.213  -0.237  0.119
H  2.872  -2.258  2.765
C  5.229  1.887  1.288
H  -1.428  -6.848  1.858
H  3.701  -3.628  2.030
H  -2.713  4.186  1.270
C  0.109  1.291  3.333
C  -4.011  0.345  4.877
C  2.531  0.554  -3.630
H  1.627  -4.221  0.283
C  -1.310  -3.467  1.896
C  -1.133  -5.853  2.165
H  -5.018  1.701  -4.751
H  0.170  -6.544  3.705
C  -1.465  -2.007  -2.367
H  3.599  1.489  4.143
C  0.037  -1.950  3.347
H  -4.009  2.358  0.265
H  0.233  2.231  0.764
C  -1.790  3.773  0.861
H  0.410  -4.185  -4.173
H  -3.992  5.175  -5.232
Ge  -0.672  -0.321  2.525
C  1.011  -4.208  4.715
C  -1.915  1.548  -3.426
O  -3.331  -2.760  -1.124
H  -6.105  -0.054  4.640
H  1.541  -3.431  -1.303
H  5.637  2.482  2.109
H  2.553  3.572  2.865
H  5.443  0.805  -1.023
C  2.819  3.050  -1.872
C  1.334  -2.956  5.142
H  1.502  0.788  -3.877
H  5.434  1.535  -2.628
C  -0.608  3.473  -4.033
H  -4.935  1.593  -2.999
H  2.081  3.346  -1.124
C  -3.713  -0.716  2.326
H  4.621  -3.518  -0.846
H  5.269  -1.883  -0.691
H  -4.224  0.326  -3.996
C  3.472  0.724  3.372
C  -0.562  -0.937  -4.327
C  -0.552  1.769  0.178
C  -2.983  3.439  -4.476
H  -3.622  -1.134  1.336
H  0.654  -2.156  -5.583
C  -1.753  4.083  -4.523
C  0.141  -4.391  3.611
C  -0.376  -3.256  2.938
H  -0.627  2.092  3.293
C  -4.378  1.402  -3.922
C  -2.584  -0.258  3.002
H  -4.564  3.661  -5.927
H  2.464  3.405  -2.843
H  5.815  0.967  1.226
H  0.543  -2.869  0.027
C  -1.907  2.251  0.697
H  -1.025  -4.076  -2.146
H  4.096  -2.261  -1.964
H  -4.113  0.757  5.873
H  5.378  2.451  0.368
C  -2.758  0.271  4.286
C  -0.859  -3.195  -2.753
C  1.533  -3.257  -0.226
C  2.640  3.277  1.816
C  -4.967  -0.639  2.916
H  -1.695  5.081  -4.941
H  1.657  3.377  1.363
H  -5.030  4.101  -4.291
Si  2.948  -2.114  0.259
H  -2.989  2.344  -1.175
C  -0.244  -5.686  3.189
C  -2.367  -2.017  -1.158
H  4.530  -2.075  2.180
H  -5.828  -1.003  2.370
H  -0.413  2.058  -0.872
Ge  2.238  0.177  0.061
H  -0.969  4.046  1.527
C  -1.319  -0.858  -3.158
H  -2.408  -4.849  0.725
H  -1.611  4.248  -0.108
C  3.564  -2.543  1.977
C  -5.124  -0.109  4.187
H  -3.263  0.845  -0.244
H  1.005  1.605  2.810
H  0.366  1.120  4.379
C  4.947  0.793  -1.987
H  -0.487  -0.074  -4.973
H  3.747  3.579  -1.646
C  -1.683  -4.726  1.520

Values from the calculation:
Net charge: 0
Highest occupied orbital energy: -7.79 eV
DFT total energy: -7100.73178 Eh
M: 1076.576 g/mol
Orbital gap: 7.04 eV

These are the Löwdin partial charges, in e, on atoms 1 to 2: 0.08 0.11


No. 4
Density functional theory data (the ωB97M-V functional and the def2-TZVPD basis) for a molecular structure, C45H66N3P3S3SiTc.

Geometry (Å):
H  0.150  -4.709  -2.968
C  -2.476  0.213  1.747
H  -1.186  -2.744  -3.988
H  3.401  -2.842  3.746
H  2.909  2.352  3.372
C  3.916  2.541  -0.748
C  1.391  2.628  -3.355
C  -2.818  -3.014  -0.362
H  1.036  -3.798  3.413
H  6.780  2.132  -4.195
H  -1.385  2.379  -5.394
H  -0.541  4.197  3.769
H  1.659  3.620  -3.725
H  -1.902  4.434  1.849
H  -0.633  -4.860  2.228
H  2.541  -3.010  0.883
C  -3.696  1.303  4.013
C  -1.249  -4.322  1.517
H  -2.447  -1.638  -3.435
H  2.418  2.604  0.765
H  -1.046  -1.959  -2.407
C  -0.098  2.365  -3.599
H  -0.226  3.693  -5.269
Si  -1.630  -0.427  0.152
H  0.331  2.086  -5.707
H  0.930  3.521  -0.608
S  6.679  3.384  -1.763
H  1.014  4.015  4.567
H  2.074  -0.597  -1.817
H  1.760  1.442  4.341
S  4.397  -1.125  0.576
H  1.253  3.516  2.217
H  -0.204  2.767  4.783
C  2.121  -3.731  1.576
H  -0.745  0.285  -6.095
H  1.995  1.895  -3.895
H  -5.259  2.030  -3.624
H  2.813  -3.912  -3.369
H  -3.777  -4.911  -0.662
C  -3.658  -0.325  2.254
P  0.094  -1.912  2.248
C  -3.211  1.538  -3.230
C  -3.019  -4.365  -0.115
C  -4.130  0.318  -0.936
H  -1.868  -1.417  3.475
C  -0.945  3.082  0.426
H  -1.409  -3.786  4.091
H  1.401  -4.336  1.028
C  -1.332  -0.365  -5.453
C  -2.305  0.903  -2.382
H  -2.468  4.577  0.186
C  -4.568  1.540  -2.951
C  0.283  -4.474  -1.914
H  4.428  3.424  -0.394
H  0.766  -5.305  -1.403
P  -0.543  0.706  -2.811
H  -3.428  -2.503  -1.099
H  -5.166  -0.244  3.777
H  2.804  -1.318  3.094
C  -1.060  -2.962  1.290
N  5.066  1.194  1.990
H  4.097  0.051  -3.021
C  -1.013  -2.956  4.672
H  5.292  1.266  -4.252
H  -2.370  -6.076  1.003
H  -2.862  2.039  -4.120
Tc  0.803  -0.091  0.720
H  -1.455  -1.314  -5.980
H  3.638  -2.868  -2.183
C  -2.757  0.316  -1.195
C  -2.227  -5.019  0.819
C  -1.889  1.286  2.420
C  -1.842  -2.303  0.330
H  0.391  -0.930  -4.301
H  3.160  -4.518  -1.727
H  -0.359  4.675  -0.884
H  -1.283  2.441  -0.397
H  -0.678  3.069  -2.992
C  -0.878  -1.686  3.837
C  0.106  4.042  -0.127
H  -4.100  -1.195  1.778
C  2.787  2.083  -0.105
C  -0.651  -0.650  -4.115
C  5.662  2.321  -2.515
H  2.112  -1.983  4.575
C  0.215  3.469  4.063
C  -1.371  -1.820  -3.438
C  1.960  1.819  3.339
C  0.825  2.746  2.863
H  -2.325  0.062  -5.316
C  -5.031  0.903  -1.810
C  -4.260  0.200  3.387
H  -2.108  2.713  4.025
C  -2.516  1.847  3.531
H  -0.680  -4.267  -1.455
C  -0.342  -0.530  4.688
C  2.616  0.295  -1.523
H  -0.066  -3.249  5.126
H  -2.992  3.215  1.168
H  2.928  -4.380  1.921
H  -0.015  0.297  4.060
C  2.502  -2.243  3.591
H  -4.166  1.739  4.884
C  4.819  0.211  1.412
H  -1.128  -0.165  5.349
C  4.427  1.845  -1.842
S  1.298  -2.992  -1.745
C  -2.150  3.867  0.950
H  0.493  -0.852  5.311
H  1.646  2.578  -2.297
H  0.500  4.708  0.641
N  5.941  1.829  -3.728
C  3.745  0.684  -2.218
P  -0.312  1.835  1.687
C  -0.376  2.628  -5.079
H  -1.715  -2.762  5.484
C  2.887  -3.645  -2.318
H  -4.512  -0.137  -0.034
C  1.478  -3.035  2.772
H  -6.090  0.879  -1.589
N  2.112  0.981  -0.480
H  2.102  0.953  2.680

Values from the calculation:
Net charge: +2
Highest occupied orbital energy (alpha / beta): -12.98 / -12.97 eV
DFT total energy: -4506.99590 Eh
M: 964.253 g/mol
2S+1: 4
Orbital gap (alpha / beta): 6.76 / 4.61 eV
Relative energy (zero: lowest compared OMol25 entry of this formula, charge and spin): 2.925 eV
⟨S²⟩: 3.792

These are the Löwdin partial charges, in e, on atoms 1 to 2: 0.05 -0.32